Formula: C9H8NOS2
Source: OMol25
Level of theory: ωB97M-V with the def2-TZVPD basis set

Properties
Maximum force: 3.91 eV/Å
HOMO energy (spin up / spin down): -1.59 / -4.79 eV
LUMO (spin up / spin down): 3.3412 / 2.3197 eV
Frontier orbital gap (spin up / spin down): 4.93 / 7.11 eV
Multiplicity: 3
Charge: -1

XYZ file:
```
21
C9H8NOS2, DFT ωB97M-V with the def2-TZVPD basis set
C 1.511 0.705 -1.722
H 1.599 2.052 -0.079
H -0.009 -0.269 -2.438
N -1.260 0.523 0.032
H 1.106 -2.331 0.757
C -0.795 0.174 2.369
H 1.061 -2.671 -1.556
H 1.471 0.108 1.555
C 1.382 0.995 -0.454
S -4.026 2.225 1.004
C 0.979 -0.597 -2.267
C 1.032 0.046 0.628
C -3.232 0.813 1.184
C 1.019 -1.369 0.110
C 1.070 -1.635 -1.182
H 1.667 -0.864 -3.106
S -2.494 0.325 2.833
H 1.813 1.550 -2.524
O 0.013 0.039 3.245
H -3.454 -0.124 0.666
C -0.451 0.305 0.944
```